Entry 1:
A molecular structure, C43H43HfN8O2P2S2 at a distorted geometry, computed with wB97M-V/def2-TZVPD.

The total energy comes out at -102840.0865 eV. The value obtained for the energy relative to the best compared isomer or geometry (same formula, charge and spin) is 0.872 eV. The largest force on an atom is 2.2 eV Å⁻¹. The value obtained for the HOMO-LUMO gap is 5.39 eV.

ORCA input file:
```
! RIJCOSX wB97M-V def2-TZVPD def2/J DEFGRID3
* xyz 3 1
Hf -0.41 -1.09 -1.53
O -4.31 -1.59 -2.71
C -3.15 -1.33 -2.65
N -2.16 -2.04 -1.95
C -2.34 -3.39 -1.62
O -3.22 -4.11 -1.96
C -1.19 -3.88 -0.78
C -1.23 -5.16 -0.25
C -0.20 -5.59 0.57
C 0.84 -4.71 0.85
C 0.81 -3.45 0.29
N -0.17 -3.03 -0.52
C -2.57 -0.13 -3.37
C -3.32 0.44 -4.38
C -2.79 1.53 -5.07
C -1.55 2.02 -4.69
C -0.86 1.39 -3.68
N -1.34 0.32 -3.02
H -2.07 -5.80 -0.50
H -0.20 -6.59 0.99
H 1.66 -5.00 1.50
H 1.60 -2.74 0.48
H -4.28 0.02 -4.62
H -3.35 1.99 -5.87
H -1.11 2.87 -5.19
H 0.12 1.73 -3.37
C 5.59 -1.83 -3.43
C 4.25 -2.09 -4.01
N 3.99 -2.48 -5.20
N 2.63 -2.56 -5.28
C 2.03 -2.23 -4.15
S 0.37 -2.19 -3.82
N 3.05 -1.91 -3.32
N 2.83 -1.58 -1.99
H 6.33 -2.34 -4.04
H 5.66 -2.20 -2.41
H 5.82 -0.77 -3.44
H 2.20 -2.87 -6.14
H 3.21 -2.32 -1.40
H 3.36 -0.73 -1.78
C -0.57 1.19 6.40
S -1.38 2.29 5.21
C 0.06 2.92 4.28
C -0.01 2.60 2.78
C 0.00 1.09 2.55
N -0.11 0.69 1.13
P -1.63 0.44 0.35
C -2.76 1.75 0.89
C -3.01 2.82 0.04
C -3.85 3.84 0.46
C -4.44 3.79 1.71
C -4.21 2.70 2.55
C -3.38 1.67 2.14
C -2.32 -1.03 1.19
C -3.62 -1.41 0.83
C -4.19 -2.53 1.39
C -3.49 -3.27 2.33
C -2.21 -2.89 2.71
C -1.61 -1.78 2.12
P 1.22 0.37 0.09
C 2.68 0.37 1.19
C 3.22 1.59 1.60
C 4.29 1.62 2.47
C 4.84 0.44 2.95
C 4.31 -0.78 2.55
C 3.24 -0.82 1.67
C 1.49 1.91 -0.88
C 2.68 2.08 -1.59
C 2.89 3.25 -2.31
C 1.92 4.24 -2.34
C 0.73 4.06 -1.66
C 0.51 2.90 -0.93
H -1.36 0.80 7.04
H 0.14 1.76 7.01
H -0.07 0.37 5.89
H 0.96 2.49 4.73
H 0.09 4.00 4.43
H 0.84 3.07 2.28
H -0.92 3.03 2.36
H -0.85 0.67 3.09
H 0.91 0.66 2.97
H -2.58 2.85 -0.95
H -4.06 4.68 -0.20
H -5.09 4.59 2.03
H -4.69 2.65 3.52
H -3.22 0.82 2.79
H -4.19 -0.80 0.13
H -5.19 -2.84 1.10
H -3.95 -4.14 2.80
H -1.67 -3.45 3.46
H -0.62 -1.48 2.44
H 2.80 2.52 1.23
H 4.69 2.58 2.78
H 5.68 0.47 3.63
H 4.73 -1.70 2.92
H 2.84 -1.78 1.38
H 3.47 1.35 -1.53
H 3.83 3.40 -2.83
H 2.11 5.15 -2.89
H -0.03 4.84 -1.68
H -0.39 2.79 -0.34
*
```

Mulliken population analysis, charges in e, atoms 1 to 6:
1. Hf -2.465
2. O -0.515
3. C 0.050
4. N 1.127
5. C 0.144
6. O -0.511

Entry 2:
6 unconnected molecules or ions with the total composition C3H18NO5 at a distorted geometry, computed with wB97M-V/def2-TZVPD.

The total energy comes out at -15125.2746 eV. The value obtained for the energy relative to the best compared isomer or geometry (same formula, charge and spin) is 0.054 eV. The largest force on an atom is 2.7 eV Å⁻¹. The value obtained for the HOMO-LUMO gap is 11.14 eV.

ORCA input file:
```
! RIJCOSX wB97M-V def2-TZVPD def2/J DEFGRID3
* xyz 1 1
C 1.98 1.19 -0.21
C 1.46 0.50 -1.40
C 1.32 0.99 -2.62
N 1.05 -0.93 -1.15
H 1.32 1.18 0.71
H 2.90 0.76 0.16
H 2.19 2.29 -0.43
H 0.92 0.47 -3.50
H 1.57 1.99 -2.83
H 1.40 -1.21 -0.19
H 1.42 -1.57 -1.89
H 0.00 -0.95 -1.12
H 1.65 -2.62 1.85
H 0.29 -2.04 1.53
O 1.09 -2.28 1.14
H -2.13 0.73 -0.49
H -2.31 2.19 -0.82
O -2.39 1.55 -0.11
H -1.16 -0.33 2.07
H -1.89 -1.62 2.57
O -1.26 -1.30 1.92
H -1.70 -1.20 0.30
H -2.35 -1.52 -1.08
O -1.67 -0.98 -0.71
H -1.34 1.85 2.84
H -1.44 1.54 1.30
O -0.93 1.31 2.14
*
```

natural (NBO) population analysis, charges in e, atoms 1 to 6:
1. C -0.694
2. C 0.146
3. C -0.379
4. N -0.762
5. H 0.256
6. H 0.241

Entry 3:
2 unconnected molecules or ions with the total composition C5H12S at a distorted geometry, computed with wB97M-V/def2-TZVPD.

The total energy comes out at -16213.5224 eV. The value obtained for the energy relative to the best compared isomer or geometry (same formula, charge and spin) is 1.253 eV. The largest force on an atom is 1.7 eV Å⁻¹. The value obtained for the HOMO-LUMO gap is 9.87 eV.

ORCA input file:
```
! RIJCOSX wB97M-V def2-TZVPD def2/J DEFGRID3
* xyz 0 1
C -3.70 0.45 0.31
C -3.74 -0.66 -0.43
C -3.39 -2.00 0.16
H -3.93 1.47 0.00
H -3.81 0.42 1.39
H -4.00 -0.54 -1.48
H -3.17 -2.75 -0.59
H -2.53 -1.86 0.81
H -4.16 -2.38 0.84
C 3.57 0.31 -0.98
C 3.95 1.37 0.05
S 3.79 0.87 1.80
H 3.81 -0.69 -0.62
H 3.98 0.59 -1.94
H 2.48 0.26 -1.05
H 4.99 1.64 -0.07
H 3.33 2.24 -0.11
H 2.53 1.27 1.90
*
```

natural (NBO) population analysis, charges in e, atoms 1 to 6:
1. C -0.413
2. C -0.166
3. C -0.659
4. H 0.196
5. H 0.182
6. H 0.198

Entry 4:
C4H8O3 in the gas phase, computed with wB97M-V/def2-TZVPD.

The total energy comes out at -10420.0890 eV. The value obtained for the energy relative to the best compared isomer or geometry (same formula, charge and spin) is 0.914 eV. The largest force on an atom is 0.5 eV Å⁻¹. The value obtained for the HOMO-LUMO gap is 11.32 eV.

ORCA input file:
```
! RIJCOSX wB97M-V def2-TZVPD def2/J DEFGRID3
* xyz 0 1
C 1.53 0.90 -2.21
O 1.24 -0.02 -1.16
C 0.14 0.25 -0.45
O -0.56 1.21 -0.63
C -0.12 -0.86 0.56
C -1.32 -0.59 1.46
O -0.86 0.12 2.60
H 1.71 1.90 -1.82
H 2.43 0.51 -2.70
H 0.70 0.94 -2.92
H -0.25 -1.79 -0.01
H 0.78 -1.00 1.17
H -2.06 -0.01 0.90
H -1.78 -1.55 1.75
H -1.64 0.38 3.11
*
```

natural (NBO) population analysis, charges in e, atoms 1 to 6:
1. C -0.263
2. O -0.510
3. C 0.800
4. O -0.598
5. C -0.532
6. C -0.065

Entry 5:
5 unconnected molecules or ions with the total composition C46H56FN3O6S2 at a distorted geometry, computed with wB97M-V/def2-TZVPD.

The total energy comes out at -89727.9533 eV. The largest force on an atom is 8.1 eV Å⁻¹. The value obtained for the HOMO-LUMO gap is 6.58 eV.

ORCA input file:
```
! RIJCOSX wB97M-V def2-TZVPD def2/J DEFGRID3
* xyz 0 1
C 6.25 -4.24 5.56
C 6.39 -4.94 4.22
C 5.56 -4.18 2.97
N 6.32 -3.13 2.22
C 5.39 -2.55 1.19
C 6.02 -1.31 0.25
O 7.44 -0.90 0.51
C 7.33 -0.07 1.74
C 7.71 1.51 1.51
C 6.48 2.42 2.18
C 5.17 -0.50 -0.89
C 5.94 0.70 -1.74
C 3.57 -0.93 -1.16
S 2.67 0.07 -2.46
O 2.87 1.59 -2.07
O 3.39 -0.09 -3.83
F 0.97 -0.18 -2.52
C 2.97 -2.17 -0.28
C 1.43 -2.68 -0.51
C 0.50 -1.95 0.64
C -1.10 -1.88 0.28
C -1.90 -2.36 1.67
C -3.32 -1.50 1.90
N -2.95 -0.32 2.77
C 3.85 -2.96 0.90
N 3.16 -4.06 1.66
C 4.03 -4.67 2.72
C 3.34 -5.86 3.66
C 1.83 -6.30 3.16
C 0.61 -5.45 3.87
S 0.35 -6.00 5.68
O 1.25 -5.17 6.63
O -1.14 -5.71 6.12
O 0.60 -7.67 5.91
H 6.85 -3.25 5.79
H 5.52 -4.62 6.41
H 6.99 -5.92 4.05
H 8.02 -0.60 2.55
H 6.23 -0.08 2.21
H 8.68 1.82 2.13
H 7.77 1.84 0.37
H 6.25 2.11 3.29
H 5.47 2.34 1.58
H 6.77 3.57 2.21
H 5.43 1.74 -1.54
H 7.08 0.80 -1.43
H 5.95 0.42 -2.90
H 1.02 -2.57 -1.60
H 1.37 -3.85 -0.27
H 0.60 -2.64 1.62
H 0.98 -0.92 0.92
H -1.43 -2.50 -0.66
H -1.37 -0.73 0.16
H -1.27 -2.17 2.64
H -2.11 -3.51 1.60
H -3.99 -2.22 2.57
H -3.83 -1.19 0.89
H -3.08 0.59 2.26
H -3.60 -0.25 3.61
H 4.01 -6.83 3.65
H 3.20 -5.44 4.77
H 1.69 -6.25 2.00
H 1.65 -7.44 3.46
H -0.43 -5.68 3.33
H 0.75 -4.28 3.81
H 0.31 -8.21 5.11
C -4.87 3.18 3.16
C -4.18 3.65 2.04
C -4.10 5.03 1.80
C -4.72 5.92 2.68
C -5.41 5.44 3.79
C -5.48 4.07 4.03
H -4.92 2.11 3.34
H -3.70 2.96 1.36
H -3.56 5.40 0.94
H -4.65 6.99 2.50
H -5.90 6.14 4.47
H -6.03 3.70 4.89
C 3.67 5.19 -6.04
C 4.15 4.70 -7.26
C 4.45 3.34 -7.39
C 4.27 2.48 -6.32
C 3.80 2.97 -5.10
C 3.50 4.32 -4.96
H 3.44 6.24 -5.94
H 4.29 5.37 -8.10
H 4.82 2.96 -8.34
H 4.50 1.42 -6.42
H 3.67 2.29 -4.26
H 3.13 4.70 -4.01
C -5.81 0.26 -2.79
C -7.05 -0.20 -3.24
C -8.07 -0.46 -2.33
C -7.84 -0.27 -0.96
C -6.60 0.18 -0.51
C -5.58 0.44 -1.43
H -5.02 0.47 -3.51
H -7.22 -0.35 -4.30
H -9.03 -0.82 -2.68
H -8.64 -0.47 -0.25
H -6.43 0.32 0.55
H -4.62 0.80 -1.08
C -8.54 3.50 -3.80
C -9.11 4.32 -4.78
C -8.30 4.90 -5.76
C -6.92 4.65 -5.76
C -6.36 3.84 -4.78
C -7.17 3.26 -3.80
H -9.17 3.04 -3.04
H -10.18 4.51 -4.77
H -8.74 5.54 -6.52
H -6.29 5.10 -6.52
H -5.29 3.65 -4.78
H -6.73 2.62 -3.04
*
```

Mulliken population analysis, charges in e, atoms 1 to 6:
1. C -0.511
2. C -0.461
3. C 0.078
4. N -0.540
5. C 0.479
6. C -0.036

Entry 6:
A molecular structure, C33H25GeI2N4O2Ti, computed with wB97M-V/def2-TZVPD.

The total energy comes out at -140513.2373 eV. The value obtained for the energy relative to the best compared isomer or geometry (same formula, charge and spin) is 0.000 eV. The largest force on an atom is 0.2 eV Å⁻¹. The value obtained for the HOMO-LUMO gap is 7.32 eV.

ORCA input file:
```
! RIJCOSX wB97M-V def2-TZVPD def2/J DEFGRID3
* xyz 1 1
Ti 0.52 0.34 -0.45
O -2.21 3.32 0.29
C -1.21 2.64 0.19
N -1.06 1.54 -0.61
C -2.14 1.28 -1.53
C -1.60 0.42 -2.63
C -2.29 0.17 -3.81
C -1.68 -0.59 -4.79
C -0.41 -1.10 -4.56
C 0.20 -0.84 -3.36
N -0.39 -0.10 -2.40
C 0.06 2.97 0.91
C 0.19 4.08 1.71
C 1.44 4.34 2.26
C 2.50 3.50 1.97
C 2.28 2.39 1.17
N 1.08 2.13 0.66
H -2.54 2.22 -1.94
H -2.99 0.79 -1.04
H -3.27 0.60 -3.96
H -2.19 -0.79 -5.72
H 0.11 -1.69 -5.31
H 1.19 -1.23 -3.12
H -0.67 4.71 1.88
H 1.59 5.21 2.90
H 3.49 3.68 2.37
H 3.07 1.70 0.92
I 5.62 0.15 -0.20
C 4.25 -1.41 -0.31
C 4.69 -2.75 -0.20
C 3.82 -3.80 -0.25
I 4.56 -5.74 -0.09
C 2.42 -3.55 -0.40
C 1.41 -4.53 -0.49
C 0.10 -4.15 -0.63
C -0.22 -2.79 -0.65
N 0.70 -1.85 -0.57
C 2.01 -2.21 -0.48
C 2.92 -1.13 -0.46
O 2.40 0.10 -0.59
H 5.75 -2.93 -0.08
H 1.68 -5.58 -0.44
H -0.69 -4.89 -0.69
H -1.25 -2.47 -0.73
Ge -0.11 -0.35 2.04
C -0.55 -2.23 2.33
C 0.43 -3.14 2.73
C 0.13 -4.48 2.89
C -1.16 -4.94 2.66
C -2.15 -4.05 2.27
C -1.84 -2.70 2.10
C 1.36 0.18 3.20
C 2.67 -0.28 3.01
C 3.70 0.16 3.82
C 3.45 1.07 4.83
C 2.16 1.54 5.04
C 1.12 1.09 4.23
H -1.33 0.50 2.44
H 1.44 -2.80 2.94
H 0.90 -5.17 3.22
H -1.40 -5.99 2.79
H -3.16 -4.39 2.10
H -2.63 -2.01 1.82
H 2.89 -0.99 2.22
H 4.71 -0.21 3.66
H 4.26 1.42 5.47
H 1.96 2.24 5.84
H 0.12 1.46 4.40
*
```

natural (NBO) population analysis, charges in e, atoms 1 to 6:
1. Ti 1.670
2. O -0.565
3. C 0.646
4. N -0.756
5. C -0.270
6. C 0.263